# C5H22N10O6

6 unconnected molecules or ions with the total composition C5H22N10O6 (the ωB97M-V functional and the def2-TZVPD basis, the Open Molecules 2025 dataset).

Each line ends with the Löwdin charge.
CARTESIAN COORDINATES (ANGSTROEM)
N 16.4524 5.1402 10.4828  0.147
C 16.8678 4.9141 11.8121  -0.635
N 18.1182 5.3968 12.1859  0.122
O 16.1105 4.5012 12.6686  0.006
H 17.0402 5.4715 9.7703  0.063
H 15.5821 4.5745 10.1602  0.155
H 18.1015 5.9411 13.0508  0.106
H 18.6326 5.9137 11.4849  0.084
N 8.0809 4.5409 4.4361  0.166
C 9.1710 4.8586 5.1391  -0.644
N 8.9334 5.4283 6.3920  0.178
O 10.2950 4.8311 4.6599  -0.014
H 7.2740 4.1953 4.9530  0.116
H 8.2811 3.9745 3.6412  0.101
H 8.1679 5.0251 6.9051  0.034
H 9.6620 5.6712 7.0562  0.069
N 12.5787 4.0175 6.2330  0.134
C 13.3206 5.1891 6.1919  -0.698
N 12.6010 6.2189 5.7954  0.167
O 14.4247 5.2697 6.7624  -0.021
H 11.8324 3.9781 5.5219  0.070
H 13.0481 3.1672 6.3672  0.078
H 11.7850 6.1299 5.2080  0.077
H 13.2982 6.9874 5.7966  0.136
N 13.1709 5.5274 12.9777  0.163
C 12.1817 5.2237 12.1119  -0.646
N 10.9355 5.3932 12.6439  0.145
O 12.4072 4.7671 10.9865  0.015
H 14.0298 4.9563 12.8864  0.088
H 13.0426 5.7379 13.9496  0.096
H 10.9362 5.6655 13.6249  0.096
H 10.2376 5.8506 12.0595  0.107
N 6.1279 4.1756 10.2781  0.129
C 7.1410 4.3407 9.3571  -0.641
N 8.4298 4.2009 9.8392  0.166
O 6.7494 4.6509 8.2459  0.013
H 6.3442 4.4627 11.2182  0.088
H 5.2169 4.4201 9.9360  0.097
H 8.5740 3.4957 10.5562  0.107
H 9.2412 4.3400 9.2513  0.051
O 10.9907 5.2042 8.6956  -0.094
H 11.5106 5.0652 9.5085  -0.007
H 11.2482 4.4260 8.1745  0.032

**LUMO**: 0.50 eV
**Multiplicity**: 1
**Structure (SMILES)**: NC(N)=O.NC(N)=O.NC(N)=O.NC(N)=O.NC(N)=O.O
**Gap between HOMO and LUMO**: 9.77 eV
**ΔE to the lowest compared entry with this formula, charge and spin**: 17.1 kcal/mol



# C9H14O

2 unconnected molecules or ions with the total composition C9H14O (the ωB97M-V functional and the def2-TZVPD basis, the Open Molecules 2025 dataset).

Each line ends with the Löwdin spin population.
CARTESIAN COORDINATES (ANGSTROEM)
C -2.5118 0.6374 -1.4910  0.014
C -2.3856 -0.9249 0.4207  0.282
C -1.6533 -0.2251 -0.6245  0.059
C -1.6865 -1.9199 1.1466  0.172
C -0.3111 -2.0544 1.0264  0.060
C -0.3155 -0.3618 -0.7545  0.107
C 0.4138 -1.2631 0.1230  0.200
O 0.3946 -3.0196 1.7190  0.007
H -3.4109 -0.6391 0.6165  0.035
H -2.2055 -2.6617 1.7563  0.013
H -2.0273 1.2490 -2.2631  0.002
H -3.0590 1.3639 -0.8669  0.004
H 0.2874 0.1642 -1.4834  0.007
H -0.2142 -3.4071 2.3722  0.002
H 1.4891 -1.3706 0.0550  0.022
H -3.2899 0.0907 -2.0366  0.003
C 2.3821 1.7602 0.7975  0.007
C 2.7059 1.7964 -0.7396  0.001
H 2.0377 0.8133 1.2134  0.005
H 3.3057 2.0640 1.2855  0.000
H 1.5169 2.4058 0.9377  0.001
H 2.2775 2.7192 -1.1205  0.000
H 2.4727 0.8696 -1.2558  0.000
H 3.7870 1.9136 -0.8339  0.000

**LUMO (alpha / beta)**: 3.81 / 3.78 eV
**Multiplicity**: 2
**Gap between HOMO and LUMO (alpha / beta)**: 3.10 / 6.82 eV
**Total charge**: -1
**ΔE to the lowest compared entry with this formula, charge and spin**: 10.6 kcal/mol



# C3H8N2O2

A single C3H8N2O2 molecule (the ωB97M-V functional and the def2-TZVPD basis, the Open Molecules 2025 dataset).

Each line ends with the Löwdin charge.
CARTESIAN COORDINATES (ANGSTROEM)
N -1.7444 1.3894 1.4322  0.002
C -1.0479 0.7070 0.3345  -0.188
C 0.4702 0.7445 0.5090  -0.450
O 0.9500 1.5386 1.2926  0.058
N 1.3056 -0.1406 -0.1506  0.079
C 0.8540 -1.3417 -0.7925  -0.266
O 0.6542 -1.1048 -2.1722  -0.035
H -2.0946 0.6871 2.0766  0.064
H -1.0098 1.8798 1.9438  0.056
H -1.4020 -0.3163 0.2032  0.101
H -1.3136 1.2509 -0.5777  0.123
H 2.1635 0.3030 -0.4476  0.148
H -0.0987 -1.5545 -0.3289  0.099
H 1.5440 -2.1587 -0.5998  0.126
H 0.7696 -1.8837 -2.7225  0.085

**LUMO**: 0.59 eV
**Multiplicity**: 1
**Structure (SMILES)**: NCC(=O)NCO
**Gap between HOMO and LUMO**: 10.15 eV
**ΔE to the lowest compared entry with this formula, charge and spin**: 28.8 kcal/mol



# C4H10S

2 unconnected molecules or ions with the total composition C4H10S (the ωB97M-V functional and the def2-TZVPD basis, the Open Molecules 2025 dataset).

Each line ends with the Löwdin charge.
CARTESIAN COORDINATES (ANGSTROEM)
C -2.0842 -1.8433 -0.4410  -0.028
C -3.1073 -1.0648 -0.0652  -0.250
C -3.9667 -0.9802 1.1654  -0.118
H -2.0555 -2.2991 -1.4195  0.052
H -1.6342 -2.4045 0.3909  0.051
H -3.4792 -0.4445 -0.8895  0.084
H -4.3219 0.0168 1.3972  0.058
H -4.9335 -1.5056 1.1596  0.079
H -3.3958 -1.3558 2.0242  0.072
C 4.7315 2.4556 -0.4261  -0.492
S 4.6739 1.0117 -1.5598  0.581
H 4.3839 2.1233 0.5448  0.017
H 5.7581 2.8296 -0.3842  0.019
H 4.1798 3.3046 -0.8309  0.024
H 5.2511 0.1560 -0.6658  -0.149

**LUMO**: 1.04 eV
**Multiplicity**: 1
**Structure (SMILES)**: C=CC.CS
**Gap between HOMO and LUMO**: 10.05 eV
**ΔE to the lowest compared entry with this formula, charge and spin**: 40.9 kcal/mol



# C14H13Cl2N2O3PbS3

A molecular structure, C14H13Cl2N2O3PbS3 (the ωB97M-V functional and the def2-TZVPD basis, the Open Molecules 2025 dataset).

Each line ends with the Löwdin charge.
CARTESIAN COORDINATES (ANGSTROEM)
Pb -0.3933 0.1772 -0.0932  1.304
O 3.8878 -0.8521 -0.0083  0.097
C 2.7098 -0.7553 -0.2632  -0.607
O 1.8173 -0.1991 0.5132  -0.383
C 2.1696 -1.3064 -1.5730  -0.191
C 3.0309 -1.9061 -2.4761  0.029
C 2.5088 -2.4106 -3.6569  -0.017
C 1.1438 -2.3064 -3.8872  -0.032
C 0.3538 -1.6946 -2.9332  -0.115
N 0.8590 -1.2004 -1.7989  -0.023
H 4.0802 -1.9641 -2.2255  0.130
H 3.1551 -2.8794 -4.3871  0.121
H 0.6958 -2.6964 -4.7908  0.116
H -0.7182 -1.5947 -3.0666  0.119
S 1.0714 -1.6638 4.8318  0.648
C 0.4359 -1.1636 3.3311  -1.659
S 2.1011 -1.2065 2.9675  0.692
S -1.0261 -0.8471 2.6849  0.560
O -3.0144 0.6378 -1.3418  -0.153
C -3.0534 1.9096 -1.9795  -0.184
C -1.7646 2.1660 -2.7144  -0.254
C -1.8135 2.8256 -3.9345  -0.001
C -0.6345 3.1287 -4.5935  -0.028
C 0.5692 2.7643 -4.0145  -0.033
C 0.5373 2.1048 -2.8029  -0.132
N -0.5964 1.8013 -2.1597  -0.011
H -3.8340 0.5106 -0.8515  0.105
H -3.1970 2.7088 -1.2443  0.138
H -3.8781 1.9505 -2.6914  0.128
H -2.7702 3.0992 -4.3600  0.124
H -0.6552 3.6349 -5.5497  0.121
H 1.5134 2.9914 -4.4896  0.118
H 1.4572 1.8082 -2.3072  0.110
Cl 0.5479 2.7601 1.0177  0.502
C 2.2872 2.7396 1.4640  -0.943
Cl 3.2316 3.6779 0.3184  0.562
H 2.6090 1.7069 1.4331  -0.002
H 2.3644 3.1768 2.4506  0.041

**LUMO**: -3.43 eV
**Multiplicity**: 1
**Gap between HOMO and LUMO**: 8.22 eV
**Total charge**: +1



# C4H23N2O7

7 unconnected molecules or ions with the total composition C4H23N2O7 (the ωB97M-V functional and the def2-TZVPD basis, the Open Molecules 2025 dataset).

Each line ends with the Löwdin charge.
CARTESIAN COORDINATES (ANGSTROEM)
N -0.5424 -1.3659 -0.7821  0.207
C 0.6490 -0.6325 -0.2467  -0.228
C 1.6660 -1.6621 0.2054  -0.021
C 1.2365 0.1424 -1.4295  -0.459
N 1.8131 1.3021 -1.1482  0.068
C 1.7009 2.1087 0.0540  -0.041
O 1.2397 -0.3802 -2.5352  0.059
H -1.4173 -0.8265 -0.7969  0.127
H -0.4200 -1.6779 -1.7927  0.095
H -0.6525 -2.2354 -0.2649  0.166
H 0.3237 -0.0146 0.5811  0.140
H 1.6516 -2.5891 -0.3633  0.098
H 2.6897 -1.3258 0.0646  0.083
H 1.6491 -1.9681 1.2528  0.094
H 2.3616 1.6981 -1.8954  0.159
H 0.6642 2.3709 0.2702  0.069
H 2.1608 3.0747 -0.1197  0.097
H 2.1615 1.6617 0.9317  0.084
H -0.9025 -2.4490 -3.8657  0.080
H 0.5239 -2.0568 -3.3011  0.045
O -0.2665 -2.6041 -3.1607  -0.038
H 4.0674 0.4342 2.5007  0.044
H 4.0970 -1.0909 2.5995  0.045
O 4.1536 -0.3681 1.9636  -0.061
H -2.0089 1.5200 0.1955  0.017
H -3.0183 1.5561 -1.0120  0.077
O -2.4189 0.9768 -0.5314  -0.075
H -4.6860 -0.7101 1.2560  0.064
H -3.4701 -0.0610 0.5544  0.008
O -3.7235 -0.6869 1.2668  -0.067
H -2.7455 -0.1278 2.7725  0.023
H -2.3812 0.6119 4.0203  0.077
O -2.0171 0.4101 3.1436  -0.063
H -1.9414 3.3400 1.6658  0.074
H -1.8755 1.8501 2.1649  0.026
O -1.5162 2.4937 1.4939  -0.071

**LUMO**: -2.50 eV
**Multiplicity**: 1
**Gap between HOMO and LUMO**: 10.79 eV
**Total charge**: +1
**ΔE to the lowest compared entry with this formula, charge and spin**: 26.0 kcal/mol



Ordered calculated total energy results: -1202.91987 -426.50741 -379.09512 -556.51684 -3184.13306 -802.23034; unit hartree.